No. 1
CH2BrI | the ωB97M-V functional and the def2-TZVPD basis

Geometry as XYZ:
```
5
Properties=species:S:1:pos:R:3:lowdin_charge:R:1
I -1.04 -1.84 -2.41 0.00
Br 1.83 -0.04 0.88 0.62
C 0.08 0.44 0.53 -0.56
H -0.71 -0.01 0.92 -0.08
H -0.16 1.45 0.07 0.03
```

Its energy above the lowest of the compared OMol25 structures with the same formula, charge and spin is 53.14 kcal/mol. The value obtained for the HOMO-LUMO gap (spin up / spin down) is 9.60 / 5.62 eV.

=====

No. 2
C5H9F4O4P | the ωB97M-V functional and the def2-TZVPD basis

Geometry as XYZ:
```
23
Properties=species:S:1:pos:R:3:lowdin_charge:R:1
P -0.18 -0.41 -0.68 0.50
F -3.00 3.35 -0.73 0.08
F -2.88 1.20 1.12 0.07
F -3.82 1.98 -2.13 0.10
F -3.16 -0.24 -0.49 0.05
O -0.65 -0.94 0.73 -0.25
O 1.41 -0.20 -0.45 -0.23
O -0.78 1.63 -2.21 -0.04
O -0.59 -1.29 -1.80 -0.23
C -3.59 2.14 -0.85 -0.39
C -0.18 -0.61 2.01 -0.11
C -0.61 1.33 -0.90 -0.18
C 2.33 -1.13 -0.92 -0.13
C -2.73 1.05 -0.21 -0.29
H 0.39 -1.30 2.55 0.05
H -4.66 2.15 -0.47 0.18
H 3.20 -0.72 -1.28 0.06
H 2.07 -1.96 -1.68 0.14
H 0.45 0.40 1.93 0.13
H -0.26 2.12 -0.12 0.16
H 2.71 -1.59 -0.10 0.05
H -1.19 -0.48 2.66 0.14
H -1.01 0.77 -2.69 0.13
```

The value obtained for the HOMO-LUMO gap is 9.67 eV.

=====

No. 3
C4H9ClNO2 | the ωB97M-V functional and the def2-TZVPD basis

Geometry as XYZ:
```
17
Properties=species:S:1:pos:R:3:lowdin_charge:R:1
Cl 0.38 0.50 2.25 0.64
O -0.11 0.24 -1.98 -0.02
O 2.22 -0.46 -0.90 0.20
N -1.26 1.31 -0.30 0.21
C -0.55 0.04 -0.65 -0.41
C -1.21 -1.22 -0.12 -0.06
C 1.98 0.14 1.42 -0.41
C 1.70 -0.12 0.06 -0.28
H -2.22 -1.42 -0.66 0.12
H -0.86 1.64 0.54 0.06
H -1.03 1.70 -1.26 0.19
H 2.71 1.02 1.57 0.15
H -2.31 1.23 -0.19 0.20
H 2.35 -0.75 1.98 0.12
H -0.58 -2.22 -0.17 0.14
H -1.48 -1.10 0.87 0.02
H 0.25 -0.53 -2.46 0.14
```

Its energy above the lowest of the compared OMol25 structures with the same formula, charge and spin is 37.44 kcal/mol. The value obtained for the HOMO-LUMO gap (spin up / spin down) is 8.45 / 8.45 eV. Its total charge is +1.

=====

No. 4
C21H56BF4NO14Zn | the ωB97M-V functional and the def2-TZVPD basis

Geometry as XYZ:
```
98
Properties=species:S:1:pos:R:3:lowdin_charge:R:1
Zn -0.52 1.00 3.75 0.69
F -0.33 0.17 -0.26 0.20
F 0.73 -1.20 1.01 0.15
F 1.36 0.96 0.95 0.13
F -0.78 0.41 1.84 0.16
O -1.11 -0.80 4.64 -0.10
O -0.05 1.61 5.61 -0.08
O 5.02 -2.60 -0.21 -0.08
O 1.51 -2.71 3.22 -0.04
O 3.65 0.82 -0.54 -0.05
O -3.48 -0.71 2.95 -0.08
O 1.50 0.10 3.79 -0.09
O 1.37 4.40 1.08 -0.09
O -2.87 1.43 -1.06 -0.05
O 1.02 4.60 -1.91 -0.06
O -0.41 -0.27 -6.41 -0.01
O 0.42 2.78 3.08 -0.07
O -2.41 1.50 3.89 -0.33
O -4.25 -1.58 0.60 -0.07
N -0.47 -0.69 -5.09 -0.13
C -2.93 -0.83 -5.25 -0.03
C 1.67 -1.92 -5.14 -0.01
C 2.09 -0.84 4.73 -0.16
C 0.22 4.08 0.21 -0.15
C -0.14 3.04 5.43 -0.16
C -1.71 -1.72 -3.25 -0.13
C 0.70 3.54 4.23 -0.19
C 0.74 3.47 -1.11 -0.21
C 1.62 0.56 -4.54 -0.03
C -3.75 0.69 -0.25 -0.23
C -1.50 -2.88 -5.52 -0.05
C -1.69 -2.00 4.09 -0.14
C -1.65 -1.55 -4.84 -0.50
C 4.21 -1.52 -0.73 -0.22
C -3.50 -0.81 -0.29 -0.27
C 0.89 -0.78 -4.51 -0.50
C 4.44 -0.19 0.00 -0.27
C -3.18 -1.72 3.86 -0.23
C 0.65 -0.95 -3.00 -0.14
C -0.39 -2.05 -2.58 -0.14
C 2.53 -2.07 3.94 -0.24
B 0.24 0.10 0.93 -1.36
H -0.06 2.89 -1.57 0.12
H 2.01 4.93 0.60 0.09
H -1.12 -2.86 -6.54 0.08
H 1.65 2.88 -0.97 0.12
H 1.12 -2.11 2.59 0.04
H 0.47 4.59 4.04 0.14
H 5.48 0.11 0.15 0.12
H -2.44 -3.43 -5.56 0.08
H -0.96 0.51 -6.37 0.10
H 2.16 -2.53 -4.38 0.08
H 2.39 0.46 -3.77 0.08
H -2.51 -2.43 -3.05 0.11
H 1.29 -1.06 5.44 0.11
H -3.81 -1.26 -1.23 0.11
H -0.39 4.99 0.15 0.13
H -1.96 1.13 -0.95 0.05
H 2.44 -1.59 -5.84 0.08
H -1.18 3.35 5.29 0.12
H 1.57 -1.19 -2.47 0.10
H -4.80 0.82 -0.47 0.13
H 2.29 0.49 3.40 0.11
H 2.11 0.65 -5.51 0.08
H -2.91 0.16 -4.78 0.09
H -0.77 -3.49 -4.97 0.07
H 0.13 3.57 6.34 0.13
H -3.14 0.12 3.28 0.01
H -3.75 -1.47 4.76 0.12
H 2.97 -2.86 4.55 0.13
H -3.70 1.01 0.80 0.10
H -0.43 3.31 0.62 0.11
H -1.68 -2.85 4.78 0.13
H 0.73 3.30 2.34 0.05
H 2.99 -0.45 5.21 0.13
H 5.88 -2.32 0.11 0.07
H -2.18 -0.82 -2.84 0.09
H 0.32 -0.01 -2.57 0.10
H -4.11 -1.28 1.50 0.02
H -3.82 -1.30 -4.83 0.09
H 3.18 -1.85 -0.78 0.12
H -2.88 2.03 3.22 0.01
H -0.52 -2.19 -1.51 0.10
H 1.74 3.59 4.52 0.13
H 1.10 -2.60 -5.77 0.07
H 3.26 -1.75 3.20 0.11
H 4.56 -1.33 -1.74 0.11
H -1.31 -2.21 3.10 0.13
H 1.78 4.98 -1.47 0.07
H 0.09 -2.94 -2.99 0.10
H -0.30 1.38 6.51 0.13
H 0.92 1.38 -4.41 0.09
H -1.17 -0.91 5.59 0.11
H 2.75 0.64 -0.25 0.05
H -2.45 -1.12 -0.21 0.11
H -3.68 -2.68 3.69 0.13
H -2.96 -0.74 -6.33 0.08
H 4.13 -0.51 0.99 0.10
```

Its energy above the lowest of the compared OMol25 structures with the same formula, charge and spin is 37.62 kcal/mol. The value obtained for the HOMO-LUMO gap is 6.53 eV.

=====

No. 5
C4H10O3S | the ωB97M-V functional and the def2-TZVPD basis

Geometry as XYZ:
```
18
Properties=species:S:1:pos:R:3:lowdin_charge:R:1
S 1.13 -1.45 1.19 0.93
O 1.77 -2.46 2.42 -0.34
O 3.43 -0.09 0.42 -0.14
O 1.02 -0.12 1.72 -0.48
C -3.18 2.20 -1.78 -0.02
C -1.91 0.31 -0.89 -0.12
C 2.92 -1.43 0.60 -0.34
C -2.00 1.73 -1.38 -0.23
H -1.13 -0.29 -1.38 0.07
H -1.49 0.36 0.14 0.07
H 2.95 0.50 1.10 0.10
H -3.22 3.29 -1.96 0.06
H -1.15 2.36 -1.15 0.09
H 3.16 -1.80 -0.43 0.11
H -3.98 1.63 -2.08 0.03
H 1.05 -2.67 3.04 0.06
H 3.49 -1.99 1.41 0.10
H -2.88 -0.10 -0.98 0.05
```

Its energy above the lowest of the compared OMol25 structures with the same formula, charge and spin is 73.78 kcal/mol. The value obtained for the HOMO-LUMO gap is 9.81 eV.

=====

No. 6
C3H6OS2 | the ωB97M-V functional and the def2-TZVPD basis

Geometry as XYZ:
```
12
Properties=species:S:1:pos:R:3:lowdin_charge:R:1
S 1.86 -1.11 -2.43 0.29
S 1.93 0.89 -1.69 0.50
O 2.01 1.84 -2.80 -0.57
C 0.13 0.57 -1.49 -0.29
C -0.47 0.07 -0.29 -0.36
C 0.54 -0.27 0.73 -0.16
H 0.82 0.61 1.24 0.06
H -1.14 0.92 0.00 0.14
H 1.40 -0.61 0.18 0.00
H 0.26 -1.07 1.52 0.13
H -1.17 -0.93 -0.60 0.20
H -0.37 0.75 -2.41 0.07
```

Its energy above the lowest of the compared OMol25 structures with the same formula, charge and spin is 84.45 kcal/mol. The value obtained for the HOMO-LUMO gap (spin up / spin down) is 7.36 / 7.36 eV. As for the structure (SMILES): CCC=S(=O)=S.

=====

The following E values (in eV) correspond, in order, to the records above: -79209.6812 -33677.7604 -22391.1799 -112806.6733 -21285.1876 -26922.7805.